Run 1
Here is a 2-piece molecular cluster, CH2FO4S overall from the OMol25 dataset. Energies are from ωB97M-V/def2-TZVPD.

```
9
Properties=species:S:1:pos:R:3:lowdin_charge:R:1
C -0.24026 -0.04016 0.56300 -0.047
O -1.81521 -0.73021 -1.37930 -0.345
O -2.18635 0.99013 0.34051 -0.393
O -2.48695 -1.46757 0.82553 -0.321
O 1.46363 -1.30512 0.52315 -0.242
F 1.63210 -1.85377 -0.72343 -0.225
S -1.84295 -0.48136 0.03847 0.356
H 0.31680 0.87294 -0.08373 0.149
H -0.01740 0.16333 1.62970 0.068
```

Output
Net charge   -1
Lowest unoccupied orbital energy   3.7 eV

Run 2
Here is a 2-piece molecular cluster, CH2FO4S overall from the OMol25 dataset. Energies are from ωB97M-V/def2-TZVPD.

```
9
Properties=species:S:1:pos:R:3:lowdin_charge:R:1
C 0.39241 -1.05680 0.34219 -0.298
O 2.69236 -0.64967 -0.37794 -0.356
O 1.78272 1.01593 1.13542 -0.321
O 1.13613 1.02417 -1.22356 -0.313
O 0.20098 -2.06026 -0.31377 0.005
F -1.00145 0.55760 -0.88594 -0.171
S 1.61342 0.28466 -0.05484 0.434
H 0.08029 -1.03703 1.35543 0.078
H -0.18463 1.02568 -1.13553 -0.060
```

Output
Net charge   -1
Lowest unoccupied orbital energy   4.1 eV

Which structure loses on stability? run 1 does.

Run 1
Here is one molecule with the formula C21H29ClN4O3 from the OMol25 dataset. Energies are from ωB97M-V/def2-TZVPD.

```
58
Properties=species:S:1:pos:R:3:lowdin_charge:R:1
C 4.08032 -5.90552 -4.05135 -0.114
H 4.42106 -6.59591 -4.81964 0.067
C 4.43564 -4.47255 -4.43145 -0.270
C 4.08195 -3.46063 -3.34161 -0.206
C 2.57366 -3.34921 -3.10352 -0.217
N 2.23807 -2.11976 -2.40475 -0.166
C 0.87752 -1.66206 -2.63703 -0.192
C -0.24664 -2.54067 -2.07019 -0.192
C -1.63073 -1.93644 -2.30658 -0.256
C -1.90128 -0.71308 -1.43741 -0.103
H -1.76100 -0.95420 -0.38600 0.060
H -2.92474 -0.37165 -1.57776 0.070
H -1.23582 0.10800 -1.69513 0.067
H -1.73627 -1.66887 -3.36129 0.105
H -2.38324 -2.69603 -2.08176 0.104
H -0.10599 -2.67158 -0.99638 0.105
H -0.19970 -3.52486 -2.54309 0.108
H 0.80446 -0.65712 -2.21556 0.110
H 0.75280 -1.57042 -3.72000 0.125
C 2.60786 -2.18935 -0.99414 -0.111
C 2.21641 -0.95945 -0.25064 -0.252
C 2.77577 0.29203 -0.20771 0.007
C 1.96006 1.05926 0.64380 0.015
C 0.95379 0.22143 1.06844 -0.183
C -0.20998 0.42938 1.92820 -0.405
O -1.10462 -0.38356 2.09979 0.070
N -0.20682 1.61210 2.60827 0.093
H 0.31008 2.43724 2.32949 0.138
N -1.35032 1.92885 3.35140 0.089
C -1.77844 3.24027 3.29582 -0.508
O -1.07349 4.10632 2.82102 0.071
N -2.99435 3.41559 3.89814 0.135
C -3.66683 4.61225 4.15472 -0.223
C -3.18073 5.85299 3.75136 -0.006
C -3.89438 7.00217 4.03391 -0.095
C -5.09632 6.92024 4.71793 -0.685
C -5.59306 5.69160 5.12353 -0.108
C -4.87850 4.54450 4.84120 -0.027
H -5.26386 3.58579 5.15791 0.111
H -6.52932 5.63431 5.65564 0.105
Cl -5.98660 8.36013 5.07065 0.662
H -3.51562 7.96250 3.72213 0.107
H -2.24547 5.91137 3.22106 0.101
H -3.44349 2.58833 4.26491 0.147
H -1.98581 1.13354 3.34328 0.140
O 1.12209 -0.99973 0.51818 0.103
H 2.09943 2.08979 0.90031 0.113
H 3.65367 0.61432 -0.72784 0.117
H 3.69492 -2.29581 -0.94873 0.126
H 2.15088 -3.05763 -0.48848 0.136
H 2.07407 -3.31773 -4.07451 0.126
H 2.21339 -4.23852 -2.56154 0.120
H 4.58946 -3.74690 -2.41868 0.104
H 4.44540 -2.47424 -3.63528 0.115
H 3.92029 -4.20383 -5.35619 0.104
H 5.50956 -4.41396 -4.62352 0.103
H 3.00564 -6.02437 -3.94193 0.064
H 4.55513 -6.17866 -3.11134 0.073
```

Output
Lowest unoccupied orbital energy   0.6 eV
SMILES   CCCCN(CCCC)Cc1ccc(C(=O)NNC(=O)Nc2ccc(Cl)cc2)o1

Run 2
Here is one molecule with the formula C21H29ClN4O3 from the OMol25 dataset. Energies are from ωB97M-V/def2-TZVPD.

```
58
Properties=species:S:1:pos:R:3:lowdin_charge:R:1
C 1.92473 1.85839 4.96400 -0.108
O 1.60328 1.93706 3.59968 -0.157
C 0.26324 1.60947 3.28133 -0.369
C 0.02016 2.06072 1.84243 -0.103
C -1.38718 1.68566 1.39540 -0.176
N -1.56531 0.25536 1.50827 -0.173
C -1.44138 -0.18862 2.87723 -0.179
C -0.03349 0.10965 3.38262 -0.108
H 0.05961 -0.23400 4.41390 0.113
H 0.68478 -0.43009 2.76488 0.122
H -1.60828 -1.26713 2.89995 0.124
H -2.18474 0.29888 3.53780 0.129
C -2.73925 -0.23250 0.81087 -0.111
C -2.42526 -0.24499 -0.64490 -0.129
C -1.26245 -0.72803 -1.22528 -0.132
N -1.24928 -0.48692 -2.55587 0.167
C -2.38087 0.13570 -2.82418 -0.262
C -2.88460 0.61034 -4.04171 0.013
C -4.09551 1.24184 -4.06973 -0.097
C -4.82205 1.40435 -2.86959 -0.661
C -4.34258 0.94115 -1.68002 -0.057
N -3.13848 0.31823 -1.65584 0.061
H -4.88038 1.04706 -0.75144 0.122
Cl -6.35246 2.20192 -2.90745 0.683
H -4.51014 1.61680 -4.99050 0.103
H -2.29681 0.46002 -4.93139 0.119
C -0.23695 -1.49036 -0.46592 -0.394
O -0.57366 -2.40550 0.26867 0.065
N 1.04590 -1.09266 -0.58821 -0.026
C 1.55984 -0.13302 -1.53395 -0.101
H 0.74267 0.36224 -2.05292 0.111
H 2.16398 0.60558 -0.99251 0.137
C 2.45455 -0.86206 -2.55184 -0.370
C 3.10332 0.11135 -3.52408 -0.027
H 3.71597 0.82410 -2.97871 0.083
H 2.33815 0.64310 -4.08161 0.082
H 3.74058 -0.43226 -4.21527 0.081
O 3.48512 -1.56221 -1.88203 -0.078
C 2.98300 -2.51903 -0.96741 -0.368
C 4.17044 -3.21995 -0.32466 -0.029
H 4.78639 -3.67619 -1.09410 0.081
H 4.77458 -2.49729 0.21708 0.083
H 3.82397 -3.98729 0.36122 0.083
C 2.09429 -1.83259 0.08104 -0.088
H 1.62536 -2.56977 0.73366 0.130
H 2.69982 -1.13710 0.67305 0.140
H 2.36283 -3.24901 -1.51717 0.159
H 1.82249 -1.58172 -3.10058 0.156
H -3.64177 0.36979 1.01906 0.122
H -2.92277 -1.25909 1.13950 0.131
H -1.52481 1.97386 0.34955 0.124
H -2.13139 2.23641 2.00443 0.129
H 0.17266 3.13733 1.76306 0.122
H 0.74611 1.55907 1.20315 0.115
H -0.41433 2.15837 3.96052 0.153
H 2.92562 2.27436 5.06570 0.089
H 1.92823 0.82548 5.32916 0.082
H 1.22453 2.44574 5.57164 0.091
```

Output
Lowest unoccupied orbital energy   0.3 eV
SMILES   COC1CCN(Cc2c(C(=O)N3C[C@@H](C)O[C@@H](C)C3)nc3ccc(Cl)cn23)CC1

Which structure loses on stability? run 1 does.

Run 1
Here is one molecule with the formula C5H15N3O from the OMol25 dataset. Energies are from ωB97M-V/def2-TZVPD.

```
24
Properties=species:S:1:pos:R:3:lowdin_charge:R:1
C 1.97326 0.51318 0.11956 -0.095
C -0.51071 -0.41403 -1.75486 -0.096
C -1.48708 -1.33712 0.22807 -0.103
C 2.17818 -0.95676 0.40079 -0.106
N -0.49024 -0.41997 -0.30049 -0.220
H 2.55852 0.81313 -0.74838 0.104
H 2.26870 1.08568 0.99991 0.098
H -0.19574 -1.39305 -2.11986 0.083
H -1.51727 -0.22026 -2.15224 0.079
H 0.15373 0.36074 -2.12878 0.084
H -2.50498 -1.06573 -0.09115 0.077
H -1.28068 -2.34162 -0.14475 0.082
H -1.44372 -1.33449 1.31240 0.068
H 1.47160 -1.31307 1.14818 0.065
H 3.18956 -1.09683 0.78990 0.083
H 2.07464 -1.55616 -0.50046 0.070
C -0.48806 0.95846 0.30148 -0.725
N -1.59323 1.80344 -0.11227 0.122
N -0.60059 0.80234 1.73834 0.113
O 0.67086 1.53808 -0.15551 -0.097
H 0.24927 0.41367 2.12679 0.071
H -2.47742 1.31524 -0.03612 0.077
H -1.44649 2.12522 -1.05914 0.078
H -0.75211 1.71990 2.13860 0.086
```

Output
Lowest unoccupied orbital energy   0.9 eV
SMILES   CCOC(N)(N)N(C)C

Run 2
Here is C5H15N3O as an isolated structure from the OMol25 dataset. Energies are from ωB97M-V/def2-TZVPD.

```
24
Properties=species:S:1:pos:R:3:lowdin_charge:R:1
C -1.13596 0.10962 0.13432 -0.553
C -1.51158 -0.90276 1.21033 -0.106
C -1.05869 1.50549 0.73350 -0.102
C 1.62570 -0.67754 0.27862 -0.594
N -2.08966 0.13528 -0.98982 -0.017
N 1.47267 -2.05159 0.26874 0.168
O 1.95486 -0.02009 1.23680 0.082
H -2.97560 0.55219 -0.69871 0.055
H -2.33065 -0.80681 -1.28240 0.051
H 1.37719 -2.43679 1.19675 0.107
H 0.80626 -2.43972 -0.38079 0.098
H -0.75664 -0.92243 1.99791 0.064
H -1.63391 -1.91312 0.80727 0.060
H -2.46476 -0.64240 1.68980 0.074
H -0.21883 1.54807 1.42670 0.065
H -1.99414 1.78575 1.23578 0.073
H -0.86951 2.24499 -0.04634 0.070
C 2.10442 1.19046 -1.28323 -0.067
N 1.41623 -0.08036 -1.03946 -0.070
H 1.54105 -0.74193 -1.80063 0.134
H -0.05123 0.01649 -0.70428 0.155
H 3.16969 1.05215 -1.46843 0.084
H 1.98430 1.80131 -0.39224 0.082
H 1.63878 1.69373 -2.13019 0.087
```

Output
Lowest unoccupied orbital energy   0.7 eV

Which structure loses on stability? run 1 does.